*a*
Density functional theory data (ωB97M-V/def2-TZVPD) for 2 unconnected molecules or ions with the total composition C8H16O2.

Structure (ORCA input):
```
! wB97M-V def2-TZVPD RIJCOSX def2/J DEFGRID3
* xyz 0 1
C -1.779 -1.874 -0.089
C -0.544 -1.460 0.487
C -0.620 -0.048 0.958
C -0.737 1.155 0.029
C 0.608 1.179 -1.009
C 1.885 2.203 -0.452
C 0.927 -0.198 -1.324
C 0.811 -1.315 -0.166
H -2.446 -0.511 2.290
H -1.779 -1.300 -0.956
H -2.144 -3.140 -0.302
H -0.123 -2.116 1.342
H -1.418 0.071 1.741
H 0.415 0.092 1.394
H -0.685 2.321 0.372
H -1.637 1.000 -0.555
H 0.302 1.714 -1.827
H 1.401 3.136 -0.341
H 2.966 2.196 -1.130
H 1.740 1.445 1.356
H 1.476 -0.633 -2.286
H 0.052 -0.542 -1.904
H 1.538 -1.024 0.452
H 1.005 -2.370 -0.809
O -2.951 -1.388 0.662
O 2.455 1.614 0.658
*
```

The HOMO-LUMO gap comes out at 7.65 eV.

***

*b*
Density functional theory data (ωB97M-V/def2-TZVPD) for a molecular structure, C8H16O2.

Structure (ORCA input):
```
! wB97M-V def2-TZVPD RIJCOSX def2/J DEFGRID3
* xyz 0 1
C 0.489 1.920 -0.743
C 0.872 0.667 -0.031
C 2.258 0.950 0.590
C -0.064 0.391 0.996
C -0.752 -0.936 0.272
C -1.943 -0.727 -0.524
C -1.050 -2.205 1.169
C 0.578 -0.709 -0.562
H 1.099 2.895 -0.227
H 0.950 1.661 -1.992
H -0.682 1.957 -0.895
H 2.519 -0.031 1.099
H 3.041 1.045 -0.168
H 2.598 2.071 0.953
H 0.359 -0.110 1.978
H -1.855 0.684 1.174
H -1.868 -0.069 -1.604
H -2.425 -1.684 -0.841
H -2.807 -0.205 0.094
H -1.509 -1.803 2.261
H -1.835 -3.107 0.682
H -0.145 -2.558 1.510
H 1.535 -1.431 -0.470
H 1.726 -1.659 -2.392
O -0.920 1.355 1.010
O 0.542 -0.576 -2.030
*
```

The HOMO-LUMO gap comes out at 7.53 eV.

***

*c*
Density functional theory data (ωB97M-V/def2-TZVPD) for a molecular structure, C8H16O2.

Structure (ORCA input):
```
! wB97M-V def2-TZVPD RIJCOSX def2/J DEFGRID3
* xyz 0 1
C 0.961 -1.842 -1.450
C 1.303 -0.832 -0.371
C 1.703 0.591 -0.809
C 1.045 1.134 0.475
C 0.380 2.497 0.402
C 0.240 -0.202 0.586
C -1.202 -0.168 0.099
C -1.903 -1.508 0.201
O -2.598 -1.703 1.322
H 0.203 -1.454 -2.147
H 1.862 -2.075 -2.038
H 0.603 -2.790 -1.023
H 2.105 -1.250 0.257
H 2.770 0.800 -0.969
H 1.143 0.901 -1.705
H 1.787 1.147 1.286
H -0.372 2.547 -0.401
H -0.077 2.785 1.361
H 1.132 3.268 0.180
H 0.229 -0.645 1.592
H -1.421 0.560 -0.696
H -1.975 -0.953 -0.994
H -1.345 -2.402 -0.108
O -2.199 0.761 1.349
H -2.739 -0.616 1.906
H -1.633 1.451 1.698
*
```

The HOMO-LUMO gap comes out at 8.55 eV.

***

*c* is favored, and the nearest alternative lies 120.7 kcal/mol above it.

***

*a*
Density functional theory data (ωB97M-V/def2-TZVPD) for a molecular structure, C27H42N6O10.

Structure (ORCA input):
```
! wB97M-V def2-TZVPD RIJCOSX def2/J DEFGRID3
* xyz 0 1
C -1.624 -1.040 2.081
C -0.606 -2.011 2.573
C -0.988 -3.484 2.142
C 0.053 -4.591 2.260
C 1.287 -4.207 1.569
C 1.802 -2.767 1.930
N 0.746 -1.696 1.931
O 1.116 -0.572 1.678
C 2.847 -2.496 0.841
C 2.530 -2.791 3.327
C -0.543 -1.786 4.112
H -2.673 -1.136 2.433
H -1.580 -1.037 0.961
H -1.105 -0.079 1.980
H -1.472 -3.422 1.298
H -1.870 -3.709 2.759
H -0.304 -5.553 2.019
H 0.408 -4.911 3.335
H 1.057 -4.347 0.554
H 2.099 -5.254 1.788
H 3.596 -1.954 1.050
H 2.558 -2.044 -0.101
H 3.131 -3.313 0.548
H 2.515 -1.771 3.879
H 3.564 -3.133 3.100
H 2.065 -3.353 4.081
H -1.367 -2.267 4.554
H -0.733 -0.703 4.415
H 0.253 -2.305 4.656
N 0.269 0.290 -1.379
O -0.815 0.982 -1.437
O 1.266 0.869 -1.826
O 0.261 -0.932 -1.496
C -4.055 0.533 0.030
C -4.324 0.425 -1.479
C -5.660 -0.290 -1.813
C -6.432 -1.229 -0.826
C -6.047 -1.011 0.746
C -4.789 -0.168 1.006
N -7.504 -2.079 -1.169
O -7.650 -2.989 -0.269
O -8.407 -1.777 -1.888
H -3.323 1.310 0.064
H -3.727 1.029 -2.216
H -5.861 -0.485 -2.942
H -6.517 -1.612 1.511
H -4.532 0.013 2.044
C 1.241 5.973 -3.647
C 0.667 6.698 -2.406
C -0.131 5.815 -1.434
C -0.875 4.507 -1.875
C -0.383 3.841 -3.226
C 0.682 4.737 -4.014
N -2.025 4.033 -1.165
O -2.821 3.381 -1.779
O -2.213 4.631 -0.040
H 1.901 6.405 -4.504
H 1.089 7.589 -2.132
H -0.256 5.893 -0.324
H -0.772 2.932 -3.590
H 1.229 4.255 -4.804
C 0.559 2.669 1.277
O -0.256 2.263 2.147
N 1.398 3.740 1.382
C 2.326 4.072 0.394
C 1.568 4.337 2.718
H 0.497 2.161 0.060
H 1.941 5.014 -0.120
H 2.266 3.441 -0.455
H 3.402 4.203 0.728
H 2.462 4.333 2.997
H 1.006 3.960 3.552
H 1.295 5.399 2.748
C 2.683 -3.560 -2.406
O 2.989 -4.649 -1.931
N 3.593 -2.857 -3.013
C 3.247 -1.369 -3.428
C 5.090 -3.199 -3.334
H 1.760 -3.011 -2.430
H 3.305 -0.916 -2.515
H 2.191 -1.458 -3.734
H 4.029 -0.978 -4.087
H 5.150 -3.131 -4.322
H 5.579 -3.964 -2.838
H 5.673 -2.331 -2.863
*
```

The HOMO-LUMO gap comes out at 4.99 eV.

***

*b*
Density functional theory data (ωB97M-V/def2-TZVPD) for 6 unconnected molecules or ions with the total composition C27H42N6O10.

Structure (ORCA input):
```
! wB97M-V def2-TZVPD RIJCOSX def2/J DEFGRID3
* xyz 0 1
C 3.368 -2.162 -3.764
C 3.614 -1.369 -2.522
C 4.510 -0.120 -3.099
C 4.548 0.958 -2.065
C 3.167 1.474 -1.627
C 2.171 0.386 -1.072
N 2.374 -0.856 -1.946
O 1.346 -1.705 -1.917
C 0.708 0.907 -1.340
C 2.410 0.024 0.352
C 4.417 -2.213 -1.607
H 4.353 -2.355 -4.085
H 2.936 -1.755 -4.570
H 2.762 -3.106 -3.862
H 4.156 0.272 -4.241
H 5.374 -0.335 -3.175
H 5.037 1.948 -2.409
H 5.055 0.767 -1.058
H 2.883 1.823 -2.583
H 3.054 2.329 -0.917
H -0.085 0.119 -1.325
H 0.595 1.384 -2.416
H 0.563 1.677 -0.614
H 1.779 -0.768 0.515
H 2.193 0.562 1.155
H 3.380 -0.112 0.382
H 4.756 -1.649 -0.842
H 5.291 -2.558 -2.034
H 3.829 -2.922 -1.116
N -1.571 -0.351 1.064
O -0.522 -0.644 1.699
O -1.878 -1.076 0.108
O -2.082 0.703 1.397
C -3.814 2.533 -2.445
C -4.954 2.997 -3.324
C -6.388 2.878 -2.609
C -6.393 2.573 -1.218
C -5.241 1.862 -0.509
C -3.821 1.919 -1.246
N -7.641 2.603 -0.390
O -7.591 2.364 0.875
O -8.521 3.093 -1.062
H -2.961 2.492 -3.106
H -4.939 3.391 -4.247
H -7.149 3.348 -3.185
H -5.337 1.494 0.581
H -2.748 1.623 -0.797
C 0.380 2.775 2.750
C 0.683 1.665 3.671
C 2.028 1.520 4.227
C 3.129 2.635 4.077
C 2.818 3.595 2.973
C 1.426 3.716 2.320
N 4.343 2.620 4.812
O 5.217 3.361 4.415
O 4.578 1.747 5.729
H -0.601 3.181 2.294
H -0.149 1.033 3.728
H 2.233 0.808 4.951
H 3.633 4.415 2.872
H 1.300 4.573 1.598
C 2.109 -3.704 1.126
O 2.237 -4.652 0.294
N 3.108 -3.294 1.995
C 2.722 -2.311 2.971
C 4.355 -3.927 2.073
H 1.229 -3.051 1.208
H 2.656 -2.486 4.084
H 1.647 -1.813 2.883
H 3.249 -1.532 2.894
H 4.426 -4.789 1.297
H 4.206 -4.492 3.094
H 5.137 -3.224 2.256
C -6.301 -3.150 -1.172
O -7.103 -3.247 -2.084
N -6.303 -2.148 -0.348
C -5.049 -1.627 0.302
C -7.453 -1.159 -0.258
H -5.478 -3.863 -1.056
H -5.259 -1.314 1.275
H -4.616 -0.870 -0.296
H -4.354 -2.532 0.162
H -8.369 -1.813 -0.366
H -7.228 -0.531 -1.170
H -7.577 -0.561 0.641
*
```

The HOMO-LUMO gap comes out at 3.62 eV.

***

*b* is favored, and the nearest alternative lies 48.8 kcal/mol above it.